(1)
{
  "formula": "C16H26O10",
  "method": "ωB97M-V with the def2-TZVPD basis set",
  "symbols": ["C", "C", "C", "C", "C", "C", "C", "O", "C", "C", "O", "C", "O", "O", "H", "H", "H", "H", "H", "H", "H", "H", "H", "H", "H", "H", "H", "H", "H", "H", "H", "H", "O", "C", "O", "C", "C", "O", "H", "H", "H", "H", "O", "C", "O", "C", "C", "O", "H", "H", "H", "H"],
  "positions_angstrom": [[5.21585, -1.14362, 0.97360], [5.44259, -0.06501, -0.09283], [6.45956, -0.57837, -1.13098], [4.10176, 0.25834, -0.74460], [3.21490, 1.22945, 0.03458], [3.95635, 2.45752, 0.59800], [1.96161, 1.63459, -0.76487], [0.78096, 1.23848, -0.04034], [-0.09282, 0.43971, -0.73354], [-0.18248, -0.89157, -0.00353], [-1.56534, -1.22566, 0.01440], [-2.25728, -0.18922, -0.51353], [-3.36432, -0.27541, -0.76676], [-1.45446, 0.87718, -0.64633], [6.09015, -1.28963, 1.59316], [4.41820, -0.80580, 1.63489], [4.90829, -2.07963, 0.52272], [5.90419, 0.77802, 0.41023], [5.96810, -1.07837, -1.95500], [7.02548, 0.28020, -1.47697], [7.17375, -1.22563, -0.64036], [3.55569, -0.68620, -0.78680], [4.22663, 0.55023, -1.78578], [2.82442, 0.67630, 0.88109], [4.89631, 2.61448, 0.07861], [4.20241, 2.25663, 1.63285], [3.38185, 3.37413, 0.54970], [1.98314, 1.26107, -1.78512], [1.93986, 2.71772, -0.81403], [0.08220, 0.35501, -1.80175], [0.05391, -0.71076, 1.04486], [0.51781, -1.66681, -0.29291], [-6.15654, -5.24323, -4.27748], [-6.01166, -4.44063, -3.41535], [-7.02571, -3.77304, -2.80172], [-6.47946, -3.07749, -1.67820], [-5.02696, -2.92548, -2.06208], [-4.81005, -4.06067, -2.90594], [-6.98142, -2.12408, -1.53292], [-6.61489, -3.69036, -0.78475], [-4.83906, -2.01689, -2.63610], [-4.35754, -2.94624, -1.20609], [-2.79150, 2.66060, 5.63739], [-3.01977, 2.59866, 4.47517], [-3.20791, 3.67492, 3.66422], [-3.22627, 3.21130, 2.31174], [-3.62976, 1.76496, 2.46994], [-3.13001, 1.44085, 3.76847], [-3.93079, 3.78618, 1.71564], [-2.22688, 3.32232, 1.88606], [-4.71317, 1.63042, 2.46535], [-3.18990, 1.12055, 1.71398]],
  "forces_ev_per_a": [[-0.348, 0.765, 0.146], [0.297, -1.243, -0.067], [-0.136, 0.804, 0.692], [-0.008, 0.040, 0.170], [-0.237, 0.355, -0.167], [0.214, -0.571, -0.123], [0.413, 0.567, 0.654], [-0.093, 0.183, -1.017], [-0.262, -0.974, 0.658], [0.079, 0.193, 1.659], [0.509, -0.731, -0.876], [4.548, -0.658, 1.444], [-5.318, 0.331, -1.157], [-0.045, 1.099, -0.290], [0.299, -0.183, 0.050], [-0.131, -0.159, 0.192], [0.020, -0.267, -0.100], [-0.185, 0.343, -0.025], [0.038, -0.227, -0.201], [0.074, 0.035, -0.541], [0.160, -0.376, -0.058], [-0.093, -0.187, -0.215], [0.135, 0.442, -0.103], [-0.118, -0.078, 0.249], [0.097, 0.205, -0.165], [0.159, 0.183, 0.277], [-0.201, 0.094, 0.033], [-0.234, -0.323, -0.067], [-0.137, 0.218, -0.212], [0.609, 0.129, -0.140], [0.302, 0.318, 0.039], [-0.458, -0.349, -0.726], [0.001, 0.048, 0.052], [0.019, -0.023, -0.038], [0.224, -0.060, -0.052], [-0.104, 0.118, 0.206], [0.201, 0.191, 0.147], [-0.286, -0.030, -0.020], [-0.104, -0.053, -0.156], [0.030, -0.028, -0.027], [-0.023, -0.009, 0.004], [0.084, -0.117, -0.097], [-0.008, -0.005, -0.072], [0.006, 0.013, 0.043], [0.009, -0.248, 0.064], [0.045, 0.132, -0.225], [-0.126, -0.162, -0.233], [0.034, 0.275, 0.035], [-0.031, 0.098, 0.168], [0.007, -0.044, 0.027], [0.010, 0.023, 0.016], [0.065, -0.097, 0.146]],
  "nbo_charge": [-0.601, -0.220, -0.601, -0.386, -0.253, -0.612, -0.053, -0.512, 0.354, -0.129, -0.495, 0.972, -0.566, -0.509, 0.211, 0.198, 0.201, 0.200, 0.204, 0.208, 0.209, 0.198, 0.201, 0.213, 0.207, 0.217, 0.211, 0.177, 0.186, 0.165, 0.199, 0.207, -0.569, 0.965, -0.491, -0.099, -0.101, -0.492, 0.204, 0.183, 0.189, 0.211, -0.565, 0.965, -0.490, -0.100, -0.097, -0.491, 0.204, 0.187, 0.186, 0.200],
  "gap_ha": 0.4129,
  "smiles": "CC(C)C[C@@H](C)CO[C@H]1COC(=O)O1.O=C1OCCO1.O=C1OCCO1",
  "relative_energy_kcal_mol": 46.9
}

(2)
{
  "formula": "C4H7Cl",
  "method": "ωB97M-V with the def2-TZVPD basis set",
  "symbols": ["C", "C", "C", "C", "Cl", "H", "H", "H", "H", "H", "H", "H"],
  "positions_angstrom": [[-0.39151, -0.45978, -2.48349], [0.40785, -1.06417, -1.42383], [0.68950, -0.50720, -0.27080], [-0.02887, 0.69641, 0.20730], [-0.24609, 0.54409, 1.98719], [-0.88879, 0.45653, -2.29226], [-1.02695, -1.04434, -3.15235], [0.39036, -0.02668, -3.16145], [0.79497, -2.11537, -1.45016], [1.44736, -0.99076, 0.35701], [0.45157, 1.70570, -0.02048], [-1.04678, 0.77387, -0.23769]],
  "forces_ev_per_a": [[1.174, 0.522, -2.584], [0.065, -2.431, 0.683], [0.412, 0.275, 0.641], [-0.177, 1.816, -0.172], [-0.030, 0.282, -0.098], [-0.854, 0.656, 1.004], [0.137, -0.426, 0.503], [-0.400, -0.548, -0.034], [-0.180, 1.097, -1.012], [-0.579, 0.349, 0.089], [-0.296, -1.351, 0.550], [0.729, -0.242, 0.429]],
  "nbo_charge": [-0.672, -0.170, -0.236, -0.405, -0.073, 0.218, 0.230, 0.231, 0.216, 0.220, 0.222, 0.219],
  "gap_ha": 0.3850,
  "smiles": "C/C=C\\CCl",
  "relative_energy_kcal_mol": 12.3
}

(3)
{
  "formula": "C10H21BrFN4O2Si",
  "method": "ωB97M-V with the def2-TZVPD basis set",
  "symbols": ["C", "Si", "C", "C", "O", "C", "C", "C", "N", "Br", "N", "C", "C", "C", "O", "C", "N", "N", "F", "H", "H", "H", "H", "H", "H", "H", "H", "H", "H", "H", "H", "H", "H", "H", "H", "H", "H", "H", "H", "H"],
  "positions_angstrom": [[4.02817, -1.00162, 1.01623], [2.19603, -1.19168, 0.75644], [1.34372, -1.54973, 2.37791], [1.84206, -2.53100, -0.48315], [1.48431, 0.22894, 0.14217], [2.19715, 1.44667, 0.18378], [1.40757, 2.50137, -0.65584], [0.30214, 1.81785, -1.34886], [0.29611, 1.07190, -2.43770], [1.79702, 0.71992, -3.41972], [-0.92470, 0.52752, -2.71218], [-1.72627, 0.95666, -1.75764], [-3.14250, 0.60797, -1.54497], [-3.31370, -0.56796, -0.55333], [-2.57836, -1.68976, -0.96073], [-3.06640, -0.20665, 0.89994], [-3.96196, 0.88606, 1.30646], [-0.96877, 1.76872, -0.93674], [-1.40240, 2.42209, 0.14022], [4.34692, -1.89701, 1.54866], [4.27894, -0.15958, 1.65590], [4.60406, -0.96496, 0.09681], [0.26632, -1.54176, 2.24166], [1.67579, -2.50420, 2.77126], [1.59920, -0.76326, 3.08554], [2.24511, -2.30813, -1.46846], [0.77240, -2.69353, -0.60173], [2.27828, -3.46939, -0.15055], [3.19805, 1.35298, -0.22722], [2.25950, 1.81039, 1.20525], [0.97527, 3.23722, 0.01165], [2.03772, 3.00602, -1.37865], [-3.70213, 1.46486, -1.18261], [-3.53925, 0.28323, -2.49879], [-4.36286, -0.83719, -0.62463], [-1.65650, -1.59877, -0.70597], [-2.00899, 0.00341, 1.09267], [-3.31116, -1.08899, 1.48266], [-3.45691, 1.75727, 1.39842], [-4.30897, 0.69416, 2.23585]],
  "forces_ev_per_a": [[-0.271, -0.022, 0.044], [-0.269, -0.376, 0.108], [0.320, 0.446, -0.492], [-0.086, 0.236, -0.009], [0.468, -0.076, -0.010], [-0.438, 0.140, -0.238], [0.045, -0.325, 0.296], [-0.110, 0.226, 0.026], [-0.253, 0.184, 0.325], [-0.119, -0.149, -0.139], [-0.168, 0.171, 0.509], [0.673, 0.092, -0.359], [0.092, -0.246, 0.109], [-0.058, 0.162, 0.002], [-0.044, -0.203, -0.148], [-0.312, 0.242, 0.133], [0.387, -0.119, 0.184], [0.041, -0.447, -0.505], [-0.097, 0.015, 0.106], [0.061, -0.130, 0.067], [0.112, 0.156, 0.009], [0.086, 0.141, -0.142], [-0.187, -0.161, 0.075], [-0.079, -0.174, 0.162], [-0.008, 0.002, 0.224], [0.113, 0.048, -0.103], [-0.152, -0.064, 0.014], [0.052, -0.152, 0.053], [0.168, -0.110, -0.006], [0.166, 0.104, 0.159], [-0.086, 0.234, -0.029], [0.105, 0.088, -0.106], [-0.094, 0.145, 0.006], [-0.059, 0.064, -0.210], [-0.140, -0.117, -0.063], [0.152, 0.011, 0.075], [0.183, 0.056, -0.079], [0.044, -0.182, 0.049], [-0.013, 0.079, -0.103], [-0.226, 0.012, 0.006]],
  "nbo_charge": [-1.155, 1.873, -1.136, -1.142, -0.910, -0.037, -0.496, 0.453, -0.230, 0.396, -0.205, 0.365, -0.504, 0.111, -0.690, -0.259, -0.838, 0.068, -0.127, 0.262, 0.246, 0.248, 0.237, 0.253, 0.242, 0.242, 0.235, 0.257, 0.193, 0.193, 0.261, 0.267, 0.267, 0.274, 0.208, 0.461, 0.161, 0.222, 0.355, 0.378],
  "total_charge": 1,
  "gap_ha": 0.3172,
  "smiles": "C[Si](C)(C)OCCc1n(Br)nc(C[C@@H](O)CN)[n+]1F"
}

(4)
{
  "formula": "C14H17NO3S",
  "method": "ωB97M-V with the def2-TZVPD basis set",
  "symbols": ["O", "C", "O", "C", "S", "C", "C", "O", "N", "C", "C", "C", "C", "C", "C", "C", "C", "C", "C", "H", "H", "H", "H", "H", "H", "H", "H", "H", "H", "H", "H", "H", "H", "H", "H", "H"],
  "positions_angstrom": [[2.10272, 0.37317, 4.57803], [1.77750, -0.00640, 3.48947], [1.18178, 0.78778, 2.58939], [1.97614, -1.40160, 2.95936], [3.13081, -1.33477, 1.53314], [2.41686, -2.65379, 0.50887], [0.98252, -2.40793, 0.04207], [0.24545, -3.34200, -0.19465], [0.64696, -1.11867, -0.10239], [-0.67264, -0.68863, -0.52361], [-1.53927, -0.35447, 0.69365], [-2.82637, 0.31498, 0.23460], [-2.49666, 1.66807, -0.38342], [-1.41129, 1.56795, -1.41968], [-1.24814, 2.60412, -2.33315], [-0.25644, 2.56457, -3.29366], [0.59029, 1.47065, -3.35875], [0.43684, 0.43522, -2.45789], [-0.55188, 0.47408, -1.47981], [1.10014, 1.68917, 2.93883], [1.03119, -1.79720, 2.59070], [2.39599, -2.03901, 3.73592], [3.06519, -2.71950, -0.36640], [2.46519, -3.60177, 1.04560], [1.30018, -0.40217, 0.18530], [-1.11364, -1.54657, -1.04969], [-0.98564, 0.31870, 1.35245], [-1.75411, -1.27365, 1.24157], [-3.32063, -0.31875, -0.50443], [-3.50783, 0.44589, 1.07695], [-2.16225, 2.35284, 0.40352], [-3.38954, 2.10725, -0.83391], [-1.91514, 3.45341, -2.28434], [-0.14726, 3.38011, -3.99293], [1.36412, 1.42380, -4.11018], [1.08885, -0.42489, -2.51053]],
  "forces_ev_per_a": [[0.095, -0.011, 0.175], [0.009, -0.021, 0.272], [-0.272, 0.256, -0.503], [0.447, -0.075, -0.351], [-0.011, -0.197, 0.050], [0.121, 0.148, 0.335], [0.463, 0.042, 0.149], [-0.260, -0.358, -0.080], [-0.121, 0.374, -0.122], [-0.205, -0.237, 0.245], [-0.168, -0.108, -0.285], [0.116, 0.160, 0.172], [-0.159, -0.130, 0.080], [0.020, 0.055, -0.035], [0.060, -0.007, -0.055], [-0.046, 0.094, -0.022], [0.071, -0.062, -0.036], [-0.006, 0.045, -0.082], [0.037, 0.029, -0.085], [0.111, -0.207, 0.189], [-0.087, 0.022, 0.086], [-0.170, 0.131, 0.004], [-0.008, -0.049, 0.004], [-0.110, 0.025, -0.162], [0.032, -0.129, 0.045], [0.039, 0.150, 0.105], [0.019, -0.020, 0.029], [0.093, -0.013, 0.030], [-0.091, -0.039, -0.018], [-0.054, -0.041, -0.051], [-0.073, 0.016, 0.021], [0.039, 0.065, 0.022], [-0.078, 0.089, 0.006], [0.008, 0.073, -0.060], [0.066, -0.007, -0.070], [0.071, -0.058, -0.002]],
  "nbo_charge": [-0.569, 0.781, -0.694, -0.635, 0.208, -0.620, 0.658, -0.625, -0.622, -0.079, -0.402, -0.392, -0.422, -0.007, -0.195, -0.207, -0.215, -0.191, -0.044, 0.504, 0.250, 0.249, 0.254, 0.244, 0.421, 0.238, 0.206, 0.219, 0.202, 0.212, 0.208, 0.217, 0.207, 0.213, 0.213, 0.214],
  "gap_ha": 0.3495,
  "smiles": "O=C(O)CSCC(=O)N[C@H]1CCCc2ccccc21",
  "relative_energy_kcal_mol": 0.0
}